[1]
Computed, not measured: C22H43BiN4O3PSb as an isolated structure, with ωB97M-V with the def2-TZVPD basis set.

M: 773.3 g mol⁻¹
E_LUMO: -5.563 eV
Gap between HOMO and LUMO: 0.278 Eh
ΔE to the lowest compared entry with this formula, charge and spin: 0.184 eV
Electronic energy: -2104.5681 Ha
Max |F|: 0.0177 Eh/bohr

The geometry in ORCA input format:
```
! RIJCOSX wB97M-V def2-TZVPD def2/J DEFGRID3
* xyz 2 1
Bi -0.11453 0.26803 -0.74162
C -2.91355 -3.03780 0.64564
C -1.66340 -2.21287 0.72906
O -1.39102 -1.55081 -0.31156
C -0.85625 -2.21826 1.91301
C -1.16840 -3.13331 2.95199
C -0.41238 -3.21943 4.08496
C 0.69767 -2.36886 4.22984
C 1.02117 -1.45636 3.25471
C 0.25359 -1.34975 2.08116
O 0.61047 -0.41987 1.22110
H -3.37149 -2.89690 -0.32772
H -3.61358 -2.73729 1.42718
H -2.69587 -4.09717 0.78782
H -2.02038 -3.79165 2.84401
H -0.66278 -3.93063 4.86068
H 1.30302 -2.42992 5.12662
H 1.86036 -0.77988 3.36664
C 3.08939 -3.60134 -0.92938
C 1.88028 -2.68145 -0.73756
P 2.23202 -0.93517 -1.11323
C 3.56328 -0.44487 0.02129
C 3.76265 1.06104 0.19796
C 2.89567 -0.95931 -2.81060
C 2.90055 0.38351 -3.54588
H 2.81165 -4.61999 -0.65997
H 3.92505 -3.31089 -0.29219
H 3.43170 -3.61826 -1.96419
H 1.52268 -2.72656 0.29264
H 1.05200 -2.98060 -1.38470
H 4.47155 -0.91160 -0.36588
H 3.32606 -0.91381 0.97779
H 3.98398 1.55229 -0.75050
H 4.60012 1.24403 0.86944
H 2.87307 1.51869 0.63370
H 2.28288 -1.68084 -3.35339
H 3.90717 -1.36600 -2.73991
H 1.89664 0.80645 -3.58948
H 3.24395 0.23997 -4.57071
H 3.56632 1.10504 -3.07205
N -3.52102 -0.93846 -4.98324
C -2.62149 -1.86921 -5.31744
N -2.88622 -2.69424 -6.32451
N -1.46347 -2.01996 -4.69650
C -0.93902 -1.37346 -3.73581
N -0.31209 -0.86777 -2.88393
H -4.38841 -0.83542 -5.48188
H -3.34191 -0.30915 -4.22251
H -3.74958 -2.65860 -6.83821
H -2.19944 -3.38353 -6.57931
C 0.29451 2.96209 4.29131
C -0.20283 3.81332 3.12302
Sb -0.25136 2.66178 1.31064
C -1.91847 1.42846 1.97545
C -3.10246 2.20614 2.54466
C -1.47938 3.92708 0.05135
C -1.92854 5.24259 0.69604
H 0.28986 3.54434 5.21398
H 1.31540 2.61129 4.12915
H -0.33863 2.08637 4.45363
H 0.44457 4.67303 2.94591
H -1.21570 4.18169 3.28086
H -1.52844 0.71985 2.70982
H -2.25452 0.83542 1.11307
H -2.84279 2.68711 3.48846
H -3.94067 1.53560 2.74479
H -3.46010 2.97653 1.86029
H -2.34227 3.31418 -0.22550
H -0.90808 4.12296 -0.85744
H -2.55052 5.07854 1.57743
H -2.51352 5.83604 -0.00983
H -1.07570 5.85123 1.00550
O 1.39964 2.67792 -1.69799
H 1.36572 2.95446 -2.62074
H 2.08560 3.22415 -1.29723
*
```

These are the Mulliken partial charges, in e, on atoms 1 to 6: atom 1 (Bi): 1.4578, atom 2 (C): -1.9734, atom 3 (C): 0.8652, atom 4 (O): -0.2851, atom 5 (C): 1.3172, atom 6 (C): -1.1845


[2]
Computed, not measured: C22H30BBrCaCl3F9LiMgN4O16P2 as an isolated structure in a non-equilibrium geometry, with ωB97M-V with the def2-TZVPD basis set.

M: 1107.8 g mol⁻¹
E_LUMO: -6.379 eV
Gap between HOMO and LUMO: 0.059 Eh
Electronic energy: -8724.9646 Ha
Max |F|: 0.1251 Eh/bohr

The geometry in ORCA input format:
```
! RIJCOSX wB97M-V def2-TZVPD def2/J DEFGRID3
* xyz 1 1
C 5.06783 -1.94714 4.59639
C 3.61526 -2.18706 4.88294
O 2.96592 -0.76408 5.01450
C 2.81754 -2.92774 3.83249
N 3.12959 -2.50388 2.48281
C 4.08691 -2.85071 1.63351
N 5.06789 -3.74485 1.77373
F 5.18900 -4.48473 2.89633
N 3.97445 -2.17642 0.48604
C 2.90449 -1.41027 0.64216
C 2.53375 -0.59201 -0.55130
C 3.25236 0.74665 -0.51988
O 4.12861 1.00972 0.23462
Br 2.65785 1.98374 -1.87649
N 2.34565 -1.56272 1.84218
C 1.13634 -0.99186 2.46006
C 0.94175 0.47984 2.26289
C -0.30626 0.92473 3.04216
C -1.54280 0.43495 2.28519
O -2.02896 1.01970 1.35399
O -2.13163 -0.75051 2.76702
H 5.24857 -1.57175 3.59242
H 5.45481 -1.20357 5.28253
H 5.62951 -2.84988 4.79608
H 3.55949 -2.67936 5.85293
H 3.16784 -0.32421 4.16872
H 1.76748 -2.82469 4.04596
H 3.01143 -3.98368 3.96509
H 5.71279 -3.90398 1.01899
H 2.97210 -1.10234 -1.42154
H 1.44883 -0.42647 -0.66001
H 0.31087 -1.62734 2.14558
H 1.18880 -1.11451 3.53206
H 1.80491 1.07947 2.73145
H 0.73107 0.78733 1.24401
H -0.38026 2.00681 3.05613
H -0.34215 0.45487 4.03209
H -1.90553 -1.50221 2.21098
Cl 0.14451 1.34407 -0.85687
C -0.57547 1.68159 -7.06897
C -0.49352 2.84796 -7.70826
C 0.25734 4.02426 -7.14148
O 0.28657 5.04225 -7.80682
C 0.86197 3.87436 -5.83024
C 0.75554 2.69972 -5.17906
C 0.04671 1.51764 -5.77722
O 0.00010 0.48249 -5.14496
O 1.21610 2.46911 -3.97317
O -1.10692 3.03716 -8.87468
H -1.11334 0.83472 -7.46639
H 1.36782 4.73069 -5.40701
H 0.96373 1.53936 -3.78240
H -0.93240 3.95980 -9.14815
B 1.03757 -5.24110 8.86400
O 0.91651 -5.49829 7.37287
C 1.88729 -4.90682 6.76488
O 2.08569 -4.90041 5.56501
C 2.76786 -4.18156 7.80253
O 3.75562 -3.52791 7.52895
O 2.27776 -4.37663 8.98021
F 1.20826 -6.41608 9.53671
F -0.06188 -4.55422 9.31256
Li -2.77201 1.05309 4.23335
C -6.59600 2.86114 -4.83181
O -5.69248 1.82098 -5.31853
P -4.09200 2.13869 -5.35045
O -3.64830 1.04630 -6.34143
O -3.80979 1.76658 -3.85185
C -4.14503 0.47400 -3.27509
O -2.86593 3.14475 -5.45291
C -2.40036 3.91422 -4.30186
H -7.58583 2.42390 -4.75934
H -6.28508 3.20209 -3.84380
H -6.62299 3.69986 -5.52470
H -4.16569 -0.31066 -4.03086
H -5.10595 0.54021 -2.77318
H -3.39058 0.24037 -2.52999
H -1.76708 3.27905 -3.68753
H -3.22409 4.30057 -3.71102
H -1.81716 4.74504 -4.68908
F -3.58310 1.75901 0.47445
P -4.74493 0.61978 0.04243
F -4.00110 -0.40166 1.08268
F -5.58232 0.71984 -1.40480
F -3.58295 0.10205 -1.04676
F -5.70493 1.86885 0.53880
F -5.99750 -0.35372 0.50151
Ca -4.21965 0.30381 -8.34101
Cl 2.65934 0.87771 5.85655
Mg 1.18498 -1.91872 -2.13028
Cl 2.81904 2.68088 2.76967
*
```

These are the Mulliken partial charges, in e, on atoms 1 to 6: atom 1 (C): -1.6833, atom 2 (C): 1.3895, atom 3 (O): -0.3394, atom 4 (C): -1.7175, atom 5 (N): 0.5290, atom 6 (C): 0.5144


[3]
Computed, not measured: a 2-piece molecular cluster, C3H8NO4 overall in a non-equilibrium geometry, with ωB97M-V with the def2-TZVPD basis set.

M: 122.1 g mol⁻¹
E_LUMO: 3.515 eV
Gap between HOMO and LUMO: 0.289 Eh
ΔE to the lowest compared entry with this formula, charge and spin: 0.841 eV
Electronic energy: -474.8889 Ha
Max |F|: 0.1082 Eh/bohr

The geometry in ORCA input format:
```
! RIJCOSX wB97M-V def2-TZVPD def2/J DEFGRID3
* xyz -1 1
C -0.39319 0.24421 -1.37092
C -0.76413 1.60816 -0.65119
O -0.98417 2.61935 -1.57610
N -0.13975 -0.82356 -0.45644
C 1.09212 -0.78293 0.33296
O 1.23010 -1.51565 1.30752
O 1.90947 0.16473 -0.03765
H 0.46250 0.32705 -2.07153
H -1.15620 -0.09412 -2.06567
H -1.53700 1.36032 0.13035
H 0.12780 2.08318 -0.07793
H -1.62811 2.34356 -2.19747
H -0.89278 -1.16146 0.09808
H -0.28029 -1.74039 1.80606
H -0.98193 -1.02879 2.87857
O -1.24088 -1.62254 2.16326
*
```

These are the Mulliken partial charges, in e, on atoms 1 to 6: atom 1 (C): -0.6502, atom 2 (C): -0.2018, atom 3 (O): -0.5091, atom 4 (N): -0.3596, atom 5 (C): 0.6081, atom 6 (O): -0.7789


[4]
Computed, not measured: C12H17Cl2N4O3PSYb as an isolated structure in a non-equilibrium geometry, with ωB97M-V with the def2-TZVPD basis set.

M: 572.3 g mol⁻¹
E_LUMO (spin up / spin down): -3.481 / -3.716 eV
Gap between HOMO and LUMO (spin up / spin down): 0.257 / 0.249 Eh
ΔE to the lowest compared entry with this formula, charge and spin: 0.000 eV
Electronic energy: -3730.7943 Ha
Max |F|: 0.0628 Eh/bohr

The geometry in ORCA input format:
```
! RIJCOSX wB97M-V def2-TZVPD def2/J DEFGRID3
* xyz 1 2
Yb 0.59434 0.02917 0.62016
N 2.22326 -1.61764 4.85511
C 1.95048 -1.32249 3.58786
S 2.69574 0.04560 2.79039
N 1.05757 -2.19789 3.05097
N 0.67348 -2.25040 1.79954
C -0.38846 -3.00664 1.62053
C -1.12460 -2.77386 0.37073
C -2.28022 -3.49485 0.11228
C -2.99235 -3.19328 -1.01975
C -2.59000 -2.09334 -1.86375
C -1.44433 -1.41982 -1.51318
N -0.65704 -1.81372 -0.45798
H 2.78991 -0.98355 5.35072
H 1.70905 -2.34614 5.34894
H -0.74626 -3.68087 2.39799
H -2.50874 -4.29831 0.81663
H -3.80719 -3.77755 -1.44337
H -3.15809 -1.84119 -2.71286
H -1.00314 -0.61801 -2.08349
Cl -3.02220 3.06010 2.31004
C -3.19203 1.85628 1.07068
Cl -4.64305 0.95413 1.43471
C -1.83607 1.06086 1.00141
O -1.11834 1.44578 -0.02786
O -1.44745 0.22637 1.86500
H -3.39502 2.33173 0.10533
C 2.12787 1.50816 -3.56607
P 1.83399 1.84792 -1.78870
C 3.32797 2.48846 -1.00380
C 0.62417 3.16380 -1.80326
O 1.41610 0.46854 -1.24845
H 1.11666 1.27940 -3.94536
H 2.72084 0.63868 -3.64115
H 2.51257 2.32025 -4.19228
H 3.18427 3.03861 -0.06660
H 3.89483 3.15975 -1.67561
H 4.00794 1.64698 -0.85082
H 0.75739 3.87187 -2.66743
H 0.46794 3.61220 -0.81838
H -0.33178 2.67491 -2.11887
*
```

These are the Mulliken partial charges, in e, on atoms 1 to 6: atom 1 (Yb): 0.9237, atom 2 (N): -0.3392, atom 3 (C): 0.5741, atom 4 (S): -0.4889, atom 5 (N): -0.7685, atom 6 (N): 0.1832


[5]
Computed, not measured: one molecule with the formula CH3N5, with ωB97M-V with the def2-TZVPD basis set.

M: 85.1 g mol⁻¹
E_LUMO: 0.923 eV
Gap between HOMO and LUMO: 0.343 Eh
ΔE to the lowest compared entry with this formula, charge and spin: 2.953 eV
Electronic energy: -313.5504 Ha
Max |F|: 0.0057 Eh/bohr

The geometry in ORCA input format:
```
! RIJCOSX wB97M-V def2-TZVPD def2/J DEFGRID3
* xyz 0 1
N -1.78785 -0.08864 0.20728
C -0.48161 -0.25348 0.14992
N 0.56718 -1.03537 0.43668
N 1.58030 -0.23924 0.02667
N 1.27082 0.91783 -0.47683
N -0.02546 0.90671 -0.42214
H -2.41790 -0.84582 0.41981
H -1.25178 1.16372 -0.44158
H 2.54631 -0.52571 0.10020
*
```

These are the Mulliken partial charges, in e, on atoms 1 to 6: atom 1 (N): -0.6263, atom 2 (C): 0.2641, atom 3 (N): -0.6249, atom 4 (N): 0.4201, atom 5 (N): -0.5177, atom 6 (N): 0.0439


[6]
Computed, not measured: a 2-piece molecular cluster, C3H7NO2S2 overall in a non-equilibrium geometry, with ωB97M-V with the def2-TZVPD basis set.

M: 153.2 g mol⁻¹
E_LUMO (spin up / spin down): -2.297 / -2.293 eV
Gap between HOMO and LUMO (spin up / spin down): 0.231 / 0.231 Eh
ΔE to the lowest compared entry with this formula, charge and spin: 6.861 eV
Electronic energy: -1119.8881 Ha
Max |F|: 0.1137 Eh/bohr

The geometry in ORCA input format:
```
! RIJCOSX wB97M-V def2-TZVPD def2/J DEFGRID3
* xyz 0 1
C -0.24315 1.09188 -0.50537
C -0.15355 -0.30107 -1.13590
C -0.77078 -0.21044 1.38329
N -0.07615 0.84293 0.87983
O 2.66574 -0.97275 0.31873
O -2.71207 -0.99897 -0.52412
S 3.96355 -0.69152 -0.34078
S -0.81431 -1.56848 -0.03143
H 0.42733 1.92267 -0.95217
H -1.20385 1.45977 -0.65108
H -0.85768 -0.27323 -2.09455
H 0.91096 -0.48253 -1.32079
H -0.17029 -0.69482 2.13742
H -1.86702 -0.11632 1.71644
H 0.90128 0.99286 1.12049
*
```

These are the Mulliken partial charges, in e, on atoms 1 to 6: atom 1 (C): -0.6295, atom 2 (C): -0.3352, atom 3 (C): -0.4604, atom 4 (N): -0.3198, atom 5 (O): -0.2547, atom 6 (O): -0.6100